Computed, not measured: a cluster of 7 separate species, C20H42O13S4 in total at a distorted geometry, with ωB97M-V/def2-TZVPD.

## Properties
Energy above the lowest of the compared OMol25 structures with the same formula, charge and spin in kcal per mole: 2.3
Total charge: 0
Gap between HOMO and LUMO in eV: 8.644
Max |F| in eV Å⁻¹: 1.68
E_tot in a.u.: -3358.0565

CARTESIAN COORDINATES (ANGSTROEM)
C (-3.97506, -3.15293, 1.11242)
C (-4.56237, -1.88589, 0.50344)
C (-5.77111, -1.35850, 1.30317)
O (-5.36685, -0.05161, 1.73236)
C (-4.11406, 0.22298, 1.32049)
O (-3.50541, 1.22244, 1.53244)
O (-3.60989, -0.84269, 0.67932)
H (-4.77391, -3.89597, 1.15236)
H (-3.55202, -2.99374, 2.10630)
H (-3.12729, -3.55664, 0.55446)
H (-4.82701, -2.09451, -0.53235)
H (-6.02197, -1.91837, 2.20307)
H (-6.66380, -1.22073, 0.69430)
C (-0.28613, 1.32834, -3.33786)
C (-0.40499, 1.78631, -4.77557)
C (-0.02782, 3.25211, -5.03065)
O (0.85807, 3.20488, -6.12783)
C (1.19386, 1.94031, -6.41567)
O (1.98379, 1.60247, -7.23560)
O (0.54392, 1.07875, -5.59729)
H (-1.21494, 1.59318, -2.82207)
H (0.53814, 1.76662, -2.78267)
H (-0.25673, 0.23618, -3.30035)
H (-1.40788, 1.50275, -5.10221)
H (0.45180, 3.68158, -4.14875)
H (-0.93043, 3.83486, -5.21508)
C (3.74045, -0.90716, 3.90104)
C (4.82592, -0.00899, 3.36375)
C (4.97666, -0.01823, 1.83358)
O (4.77919, 1.33132, 1.42826)
C (4.55650, 2.11458, 2.51799)
O (4.31194, 3.27517, 2.46687)
O (4.49688, 1.37131, 3.62687)
H (4.12604, -1.93185, 3.85159)
H (2.81299, -0.84061, 3.32871)
H (3.48682, -0.74971, 4.94881)
H (5.75086, -0.20912, 3.90719)
H (4.23044, -0.63863, 1.33873)
H (5.98160, -0.36119, 1.58647)
C (-1.23739, 0.05439, 4.01618)
S (-2.80753, 0.16366, 4.92054)
O (-2.85394, -1.02513, 5.83209)
C (-2.37721, 1.55930, 5.96362)
H (-1.23898, 0.80614, 3.22458)
H (-1.16201, -0.93417, 3.58029)
H (-0.43000, 0.33569, 4.69133)
H (-1.55105, 1.23506, 6.59631)
H (-3.26310, 1.86652, 6.51302)
H (-2.04311, 2.42985, 5.39398)
C (1.68565, 3.50500, 0.94132)
S (0.16936, 4.07163, 0.13104)
O (0.44604, 3.84107, -1.33132)
C (-0.78552, 2.64935, 0.69150)
H (2.47732, 4.11925, 0.51984)
H (1.87032, 2.44465, 0.79822)
H (1.62512, 3.66330, 2.02035)
H (-0.23049, 1.71474, 0.68906)
H (-1.62491, 2.52577, 0.00507)
H (-1.18451, 2.88271, 1.67872)
C (0.00276, -4.75362, -3.44521)
S (0.22172, -3.05365, -4.05560)
O (1.23700, -2.27809, -3.29031)
C (1.09594, -3.54847, -5.56568)
H (1.00407, -5.16483, -3.28672)
H (-0.47620, -5.35154, -4.21628)
H (-0.53000, -4.74009, -2.49876)
H (2.00088, -4.06888, -5.25497)
H (1.37901, -2.61440, -6.04815)
H (0.46413, -4.12928, -6.23330)
C (2.01890, 0.12387, -0.77913)
S (1.30963, -0.96383, 0.47722)
O (0.87521, -0.14287, 1.65039)
C (-0.21683, -1.39112, -0.38668)
H (2.25117, -0.44765, -1.67769)
H (2.93064, 0.53819, -0.34722)
H (1.32510, 0.93131, -1.00871)
H (-0.82283, -1.89473, 0.37214)
H (0.01260, -2.13146, -1.14890)
H (-0.81318, -0.53676, -0.70222)

Cartesian forces (eV/Å) of the 3 atoms listed first:
0.1 -0.2 -0.1
0.1 -0.8 1.5
-0.2 0.6 -0.1



Computed, not measured: a cluster of 10 separate species, C20H43Br18P in total at a distorted geometry, with ωB97M-V/def2-TZVPD.

## Properties
Total charge: 0
SMILES string: BrCCBr.BrCCBr.BrCCBr.BrCCBr.BrCCBr.BrCCBr.BrCCBr.BrCCBr.BrCCBr.CPC
Gap between HOMO and LUMO in eV: 7.442
Max |F| in eV Å⁻¹: 2.88
E_tot in a.u.: -47461.3932

CARTESIAN COORDINATES (ANGSTROEM)
Br (3.07806, 1.78271, -3.16038)
C (1.20235, 2.31518, -3.20271)
C (0.50076, 1.94979, -1.91535)
Br (0.09690, 0.04286, -1.84778)
H (0.75806, 1.84919, -4.08660)
H (1.21811, 3.40028, -3.33863)
H (-0.47046, 2.44832, -1.85049)
H (1.08489, 2.18419, -1.02095)
Br (-0.14815, 5.57832, -1.89195)
C (-1.65158, 5.58868, -3.13420)
C (-2.87378, 4.94752, -2.51924)
Br (-2.72189, 3.00307, -2.50942)
H (-1.31409, 5.09187, -4.04803)
H (-1.83656, 6.64531, -3.34744)
H (-3.76356, 5.15992, -3.11858)
H (-3.05409, 5.25877, -1.48642)
Br (-1.33988, 0.64737, 2.23738)
C (-2.47160, -0.70522, 1.40473)
C (-3.62693, -0.07196, 0.66497)
Br (-5.01513, 0.52243, 1.89933)
H (-2.78652, -1.38987, 2.19712)
H (-1.81468, -1.23724, 0.71078)
H (-4.11741, -0.80368, 0.01687)
H (-3.33631, 0.79764, 0.06879)
Br (0.89048, -2.71238, 4.56851)
C (1.46398, -0.84868, 4.53175)
C (2.11779, -0.45169, 5.83482)
Br (0.78809, -0.15488, 7.23048)
H (0.58322, -0.24838, 4.28742)
H (2.17978, -0.78798, 3.70707)
H (2.63770, 0.50469, 5.72979)
H (2.81790, -1.20088, 6.21518)
Br (-3.19281, 9.19590, -2.50048)
C (-4.69625, 9.20626, -3.74273)
C (-5.91846, 8.56510, -3.12777)
Br (-5.76656, 6.62065, -3.11796)
H (-4.35876, 8.70945, -4.65656)
H (-4.88123, 10.26289, -3.95598)
H (-6.80823, 8.77750, -3.72711)
H (-6.09876, 8.87635, -2.09496)
Br (6.73005, 0.89072, 8.30420)
C (4.89604, 0.30056, 8.60711)
C (4.85179, -1.14472, 9.04558)
Br (5.13243, -2.34919, 7.53742)
H (4.34266, 0.49110, 7.68338)
H (4.51380, 0.95463, 9.39594)
H (3.86136, -1.40016, 9.43264)
H (5.60605, -1.39358, 9.79742)
Br (5.99739, -2.94843, -5.53122)
C (6.57088, -1.08474, -5.56798)
C (7.22470, -0.68775, -4.26492)
Br (5.89500, -0.39093, -2.86926)
H (5.69012, -0.48443, -5.81231)
H (7.28669, -1.02403, -6.39266)
H (7.74460, 0.26864, -4.36995)
H (7.92481, -1.43693, -3.88456)
Br (0.77173, -4.41719, -0.36908)
C (0.67023, -6.35245, -0.58836)
C (1.28491, -7.06963, 0.59099)
Br (3.23301, -7.02746, 0.50610)
H (1.15150, -6.59152, -1.54075)
H (-0.39825, -6.57450, -0.66043)
H (1.02284, -8.13128, 0.57609)
H (0.99821, -6.64273, 1.55622)
Br (-5.16375, -3.19037, 2.10133)
C (-7.03946, -2.65791, 2.05900)
C (-7.74105, -3.02329, 3.34636)
Br (-8.14491, -4.93023, 3.41392)
H (-7.48376, -3.12389, 1.17510)
H (-7.02370, -1.57281, 1.92308)
H (-8.71228, -2.52477, 3.41122)
H (-7.15692, -2.78890, 4.24076)
C (3.29457, -3.50260, -3.29699)
P (1.95193, -2.49464, -4.20735)
C (0.25386, -3.09310, -3.54516)
H (2.83159, -4.12301, -2.38867)
H (3.70383, -4.30474, -4.07535)
H (4.17036, -2.87345, -2.83901)
H (2.12640, -1.07104, -4.07097)
H (-0.33845, -2.28832, -2.93310)
H (-0.36642, -3.43635, -4.49463)
H (0.48120, -4.07406, -2.90436)

Cartesian forces (eV/Å) of the 3 atoms listed first:
-0.1 0.0 -0.1
0.1 0.2 0.0
-0.1 0.1 0.1



Computed, not measured: a structure of composition C20H43Cl2N3P2V at a distorted geometry, with ωB97M-V/def2-TZVPD.

## Properties
Total charge: 0
Gap between HOMO and LUMO (spin up / spin down) in eV: 7.325 / 7.757
Max |F| in eV Å⁻¹: 2.27
Multiplicity: 2
E_tot in a.u.: -3499.2365

CARTESIAN COORDINATES (ANGSTROEM)
V (-0.19770, -0.02573, -0.06194)
Cl (-2.29133, 0.40556, -0.88755)
P (-0.94513, 0.78877, 2.11109)
C (-2.61524, -0.01628, 2.47748)
C (0.04628, 0.61550, 3.70053)
C (-1.39210, 2.61155, 1.93874)
C (-2.74464, -1.44417, 1.95581)
H (-3.29641, 0.63117, 1.90289)
C (-2.98843, 0.03511, 3.95513)
H (-2.45184, -0.73923, 4.51902)
H (-4.06342, -0.17871, 4.03620)
H (-2.80959, 1.00165, 4.43442)
H (-2.94172, -1.46986, 0.87882)
H (-3.58306, -1.93352, 2.46033)
H (-1.84808, -2.04386, 2.16234)
H (-2.13581, 2.55744, 1.12616)
C (-0.22963, 3.48639, 1.46003)
C (-2.06850, 3.18063, 3.19286)
H (-3.09044, 2.80727, 3.31740)
H (-2.13241, 4.27505, 3.10244)
H (-1.49802, 2.95873, 4.10480)
H (0.57041, 2.91286, 0.97216)
H (0.20270, 4.05763, 2.29116)
H (-0.61385, 4.21635, 0.73144)
C (0.51168, -0.83162, 3.85070)
H (-0.63649, 0.87923, 4.52389)
C (1.26640, 1.52184, 3.74320)
H (-0.30005, -1.55964, 3.97744)
H (1.14625, -0.91750, 4.74548)
H (1.10614, -1.14200, 2.98636)
H (1.77989, 1.48129, 2.77430)
H (1.96461, 1.13884, 4.50132)
H (1.03094, 2.56555, 3.98505)
Cl (2.07666, 0.51241, 0.56035)
H (0.20355, 1.34762, -0.43298)
P (0.46546, -0.41208, -2.38361)
C (-0.28741, 0.76810, -3.64294)
C (2.26045, -0.54511, -2.91846)
C (-0.41161, -2.02873, -2.79840)
C (-0.32764, 2.20981, -3.13972)
H (-1.32020, 0.39070, -3.70647)
C (0.34999, 0.68800, -5.03309)
H (1.29327, 1.24785, -5.07299)
H (-0.33753, 1.15520, -5.75226)
H (0.53609, -0.33120, -5.38351)
H (-1.10560, 2.35129, -2.38028)
H (-0.56132, 2.86967, -3.98094)
H (0.63685, 2.53189, -2.72040)
H (-1.45945, -1.72873, -2.62326)
C (-0.04931, -3.18044, -1.85565)
C (-0.25369, -2.50256, -4.24134)
H (-0.79714, -1.89680, -4.97118)
H (-0.64999, -3.52577, -4.31038)
H (0.80561, -2.54402, -4.52146)
H (0.63595, -2.91366, -1.04864)
H (0.39874, -4.01027, -2.42039)
H (-0.95739, -3.58453, -1.39535)
C (2.98203, 0.77617, -2.64593)
H (2.22472, -0.70590, -4.00529)
C (2.97458, -1.73053, -2.27755)
H (2.78056, 1.54453, -3.40278)
H (4.06439, 0.59715, -2.61749)
H (2.69390, 1.17449, -1.66272)
H (2.90301, -1.70903, -1.18022)
H (4.03774, -1.67068, -2.54725)
H (2.59838, -2.69349, -2.64136)
N (0.02798, -1.79531, 0.82025)
C (0.70381, -2.65583, 1.28274)
N (1.49211, -3.54421, 1.73930)
C (2.75210, -3.24287, 2.02946)
N (3.86893, -3.03942, 2.31269)

Cartesian forces (eV/Å) of the 3 atoms listed first:
0.0 -2.2 0.7
0.3 0.0 0.1
-0.8 1.1 0.8